# 1
Formula: C26H24AuF12N3O3
Source: the Open Molecules 2025 dataset
Level of theory: the ωB97M-V functional and the def2-TZVPD basis

## Properties
Spin multiplicity: 3
Expectation value of S²: 2.05
Net charge: 0
Calculated total energy: -2729.15416 a.u.
Kohn-Sham gap (alpha / beta): 0.291 / 0.241 Eh

Structure (XYZ):
```
69
C26H24AuF12N3O3 the ωB97M-V functional and the def2-TZVPD basis
Au -0.987 -0.631 0.109
C 4.016 -5.421 1.103
C 3.170 -4.244 0.750
C 3.586 -3.287 -0.207
C 2.865 -2.141 -0.475
C 1.733 -1.810 0.306
N 1.231 -0.571 0.200
C 1.985 0.598 -0.145
C 3.190 0.820 0.520
C 3.914 2.040 0.455
C 3.402 3.061 -0.259
C 3.999 4.408 -0.451
C 2.145 2.785 -0.958
C 1.380 1.670 -0.900
C 0.148 1.370 -1.811
O -0.969 0.882 -1.182
C -0.481 2.766 -2.381
F -1.559 2.604 -3.076
F -0.738 3.598 -1.345
F 0.362 3.475 -3.139
C 0.677 0.578 -3.015
F -0.368 0.022 -3.689
F 1.360 1.327 -3.891
F 1.375 -0.527 -2.648
C 1.238 -2.805 1.234
C 2.030 -3.922 1.469
C -0.013 -2.505 2.086
O -1.124 -1.930 1.552
C 0.469 -1.498 3.239
F -0.229 -1.706 4.366
F 0.317 -0.239 2.813
F 1.797 -1.712 3.453
C -0.574 -3.791 2.768
F 0.228 -4.241 3.811
F -0.784 -4.733 1.883
F -1.750 -3.629 3.361
H 4.902 -4.961 1.538
H 4.271 -6.006 0.226
H 3.613 -6.144 1.841
H 4.452 -3.611 -0.746
H 3.104 -1.469 -1.267
H 3.657 0.082 1.130
H 4.799 2.249 0.971
H 3.953 4.958 0.443
H 3.507 4.795 -1.349
H 5.094 4.363 -0.707
H 1.818 3.684 -1.469
H 1.680 -4.564 2.226
C -3.557 0.570 2.079
N -3.749 1.090 0.760
C -3.958 2.486 0.619
C -4.849 2.682 -0.492
C -4.333 2.117 -1.745
N -3.866 0.704 -1.558
C -3.485 -0.116 -2.738
C -3.590 0.234 -0.292
O -3.182 -0.924 -0.111
H -4.490 0.293 2.512
H -3.112 1.322 2.739
H -2.992 -0.297 2.095
H -2.952 3.139 0.567
H -4.431 2.845 1.502
H -5.064 3.713 -0.679
H -5.821 2.176 -0.244
H -3.371 2.818 -2.002
H -5.034 2.042 -2.535
H -3.049 -1.049 -2.365
H -2.709 0.255 -3.437
H -4.294 -0.137 -3.419
```



# 2
Formula: C26H24B2CaCl2F4N7O6
Source: the Open Molecules 2025 dataset
Level of theory: the ωB97M-V functional and the def2-TZVPD basis

## Properties
Net charge: +1
Calculated total energy: -3887.12171 a.u.
Energy relative to the best compared isomer or geometry (same formula, charge and spin): 0.00 kJ/mol
Kohn-Sham gap (alpha / beta): 0.201 / 0.234 Eh

Structure (XYZ):
```
72
C26H24B2CaCl2F4N7O6 the ωB97M-V functional and the def2-TZVPD basis
Ca -0.004 -0.778 -0.595
C 2.554 1.588 -3.834
C 1.907 0.629 -2.896
N 1.199 0.946 -1.878
O 1.089 2.320 -1.625
B 2.011 2.769 -0.652
F 1.878 4.077 -0.380
F 3.286 2.277 -0.758
O 1.593 2.088 0.869
N 1.705 0.844 1.010
C 2.682 0.156 1.467
C 3.911 0.838 1.981
C 2.646 -1.326 1.399
N 1.857 -1.781 0.504
O 1.912 -3.103 0.266
B 1.220 -3.496 -1.022
F -0.149 -2.974 -0.958
F 1.222 -4.841 -1.109
O 1.857 -2.896 -2.209
N 1.685 -1.553 -2.153
C 2.103 -0.847 -3.125
C 2.762 -1.374 -4.353
C 3.569 -2.165 2.217
H 2.666 2.570 -3.388
H 1.937 1.686 -4.731
H 3.525 1.211 -4.147
H 3.802 1.918 1.992
H 4.750 0.574 1.335
H 4.133 0.476 2.984
H 2.582 -2.443 -4.431
H 3.841 -1.210 -4.318
H 2.382 -0.873 -5.243
H 3.738 -1.730 3.199
H 4.536 -2.282 1.722
H 3.138 -3.158 2.329
C -1.992 4.787 1.612
C -1.723 4.048 0.470
C -1.388 2.706 0.586
C -1.331 2.113 1.839
C -1.591 2.849 2.987
C -1.923 4.189 2.865
N -0.965 0.716 1.828
N -1.128 0.192 2.949
C -0.851 -1.223 2.957
C -0.757 -1.771 4.227
C -0.585 -3.142 4.345
C -0.559 -3.898 3.187
C -0.669 -3.252 1.963
N -0.789 -1.930 1.833
H -2.241 5.837 1.529
H -1.752 4.516 -0.505
H -1.143 2.129 -0.298
H -1.527 2.375 3.955
H -2.124 4.775 3.752
H -0.836 -1.120 5.086
H -0.499 -3.606 5.318
H -0.459 -4.974 3.214
H -0.654 -3.822 1.045
Cl -7.165 0.646 -3.120
C -5.724 0.330 -2.275
C -5.702 0.418 -0.884
C -4.536 0.158 -0.207
Cl -4.455 0.223 1.481
C -3.305 -0.192 -0.919
O -2.265 -0.419 -0.292
C -3.389 -0.265 -2.371
C -2.206 -0.611 -3.178
O -1.083 -0.755 -2.746
C -4.568 -0.023 -3.011
H -6.601 0.683 -0.344
H -2.401 -0.730 -4.256
H -4.641 -0.093 -4.090
```



# 3
Formula: C26H24Br2FN5O3V
Source: the Open Molecules 2025 dataset
Level of theory: the ωB97M-V functional and the def2-TZVPD basis

## Properties
Spin multiplicity: 3
Expectation value of S²: 2.01
Net charge: +3
Calculated total energy: -7695.77699 a.u.
Energy relative to the best compared isomer or geometry (same formula, charge and spin): 86.42 kJ/mol
Kohn-Sham gap (alpha / beta): 0.288 / 0.290 Eh

Structure (XYZ):
```
62
C26H24Br2FN5O3V the ωB97M-V functional and the def2-TZVPD basis
V -2.079 -2.990 0.285
Br -7.210 -0.350 3.383
C -5.698 -1.126 2.614
C -4.438 -0.558 2.792
C -3.360 -1.136 2.164
N -3.467 -2.243 1.408
C -4.681 -2.841 1.303
C -5.814 -2.292 1.862
C -4.629 -4.134 0.594
C -5.613 -5.094 0.643
C -5.382 -6.327 0.027
Br -6.678 -7.663 0.112
C -4.174 -6.542 -0.631
C -3.237 -5.532 -0.640
N -3.444 -4.351 -0.030
H -4.310 0.323 3.404
H -2.371 -0.711 2.252
H -6.782 -2.754 1.728
H -6.541 -4.918 1.168
H -3.967 -7.485 -1.117
H -2.286 -5.666 -1.141
C 3.949 -0.236 -2.911
C 3.936 -0.756 -1.478
N 2.559 -0.853 -0.951
C 1.972 -2.047 -0.941
C 0.665 -2.236 -0.557
C 0.046 -3.595 -0.430
O 0.079 -4.469 -1.251
O -0.645 -3.698 0.728
C -0.163 -1.125 -0.275
O -1.427 -1.267 -0.016
C 0.475 0.155 -0.271
C -0.242 1.312 0.074
C 0.386 2.513 0.178
F -0.347 3.563 0.578
C 1.778 2.674 -0.062
C 2.467 1.527 -0.449
C 1.854 0.274 -0.553
N 2.435 3.885 0.067
C 3.761 3.971 0.665
C 4.646 4.958 -0.087
N 3.981 6.299 -0.086
C 2.614 6.204 -0.693
C 1.772 5.185 0.068
H 4.975 -0.186 -3.273
H 3.509 0.758 -2.984
H 3.395 -0.908 -3.567
H 4.525 -0.119 -0.821
H 4.374 -1.750 -1.434
H 2.571 -2.895 -1.247
H -1.302 1.241 0.276
H 3.511 1.626 -0.701
H 4.247 3.001 0.692
H 3.664 4.308 1.708
H 4.778 4.656 -1.124
H 5.620 5.036 0.393
H 4.550 6.981 -0.593
H 3.904 6.639 0.876
H 2.738 5.901 -1.731
H 2.138 7.183 -0.659
H 0.811 5.142 -0.430
H 1.602 5.538 1.094
```



# 4
Formula: C26H24Br4F9MoN3O5
Source: the Open Molecules 2025 dataset
Level of theory: the ωB97M-V functional and the def2-TZVPD basis

## Properties
Net charge: +2
Calculated total energy: -12808.12742 a.u.
Energy relative to the best compared isomer or geometry (same formula, charge and spin): 0.00 kJ/mol
Kohn-Sham gap (alpha / beta): 0.194 / 0.194 Eh

Structure (XYZ):
```
72
C26H24Br4F9MoN3O5 the ωB97M-V functional and the def2-TZVPD basis
Mo 0.573 -0.121 -0.196
Br 4.307 5.677 -0.665
C 3.781 3.902 -0.526
C 4.769 2.877 -0.314
Br 6.563 3.348 -0.180
C 4.409 1.548 -0.200
Br 5.638 0.185 0.138
C 3.049 1.241 -0.303
O 2.476 0.059 -0.231
C 2.086 2.252 -0.510
O 0.894 1.724 -0.576
C 2.438 3.591 -0.625
Br 1.088 4.859 -0.876
N -5.450 -0.439 1.619
C -5.415 0.587 0.733
O -6.383 0.998 0.139
C -4.074 1.235 0.472
C -4.079 2.545 0.016
C -2.871 3.140 -0.285
C -1.709 2.397 -0.177
N -1.688 1.122 0.236
C -2.869 0.573 0.576
H -6.350 -0.849 1.813
H -4.681 -0.691 2.211
H -5.025 3.061 -0.097
H -2.813 4.166 -0.624
H -0.774 2.849 -0.458
H -2.864 -0.445 0.924
C 3.449 -2.408 -0.968
C 2.116 -2.841 -0.465
C 1.661 -4.099 -0.410
C 0.300 -4.099 0.103
C -0.055 -2.833 0.346
C -1.304 -2.306 0.959
N 1.043 -1.979 -0.002
H 3.956 -3.293 -1.350
H 4.065 -1.984 -0.180
H 3.385 -1.683 -1.779
H 2.215 -4.972 -0.720
H -0.315 -4.970 0.285
H -1.248 -2.300 2.050
H -2.154 -2.917 0.660
H -1.511 -1.297 0.631
F 0.165 -1.472 -4.929
C 0.372 -1.259 -3.650
F 0.703 -2.402 -3.057
F 1.410 -0.418 -3.494
C -0.869 -0.622 -2.947
O -0.521 -0.426 -1.604
C -1.215 0.780 -3.562
F -0.295 1.667 -3.165
F -1.239 0.747 -4.877
F -2.394 1.194 -3.106
C -2.122 -1.553 -2.973
F -2.994 -1.140 -2.049
F -2.683 -1.511 -4.167
F -1.794 -2.805 -2.679
C -0.822 0.686 3.472
C 0.181 1.434 2.632
O 1.076 0.544 1.885
C 2.137 -0.037 2.730
C 1.973 -1.512 2.999
H -1.483 1.404 3.958
H -0.339 0.096 4.252
H -1.430 0.024 2.853
H 0.815 2.073 3.242
H -0.304 2.056 1.894
H 2.110 0.529 3.658
H 3.080 0.169 2.231
H 0.989 -1.742 3.409
H 2.721 -1.803 3.739
H 2.143 -2.115 2.109
```



# 5
Formula: C26H24Br4N4O4PdS
Source: the Open Molecules 2025 dataset
Level of theory: the ωB97M-V functional and the def2-TZVPD basis

## Properties
Net charge: +2
Calculated total energy: -12346.69368 a.u.
Energy relative to the best compared isomer or geometry (same formula, charge and spin): 105.78 kJ/mol
Kohn-Sham gap: 0.174 Eh

Structure (XYZ):
```
64
C26H24Br4N4O4PdS the ωB97M-V functional and the def2-TZVPD basis
Pd 0.671 -0.265 -0.902
C 1.917 0.489 7.307
C 1.580 0.668 5.859
C 2.374 0.100 4.861
C 2.040 0.231 3.526
C 0.900 0.954 3.196
C 0.097 1.547 4.163
C 0.451 1.406 5.491
S 0.368 0.939 1.537
O -0.917 1.613 1.437
O 1.363 1.414 0.582
N 0.199 -0.601 1.064
C -0.764 -1.529 1.398
C -1.255 -1.760 2.666
C -2.190 -2.783 2.889
C -2.653 -3.566 1.866
C -2.198 -3.340 0.550
C -2.644 -4.068 -0.574
C -2.157 -3.766 -1.818
C -1.221 -2.731 -1.954
N -0.783 -2.036 -0.927
C -1.246 -2.322 0.320
H 2.807 -0.121 7.440
H 1.090 0.014 7.837
H 2.084 1.459 7.779
H 3.259 -0.458 5.139
H 2.640 -0.217 2.743
H -0.783 2.097 3.860
H -0.158 1.863 6.260
H -0.892 -1.158 3.490
H -2.539 -2.960 3.897
H -3.361 -4.362 2.056
H -3.376 -4.856 -0.444
H -2.479 -4.310 -2.694
H -0.821 -2.468 -2.926
Br 6.440 -0.540 -5.050
C 4.686 -0.565 -4.410
C 3.575 -0.513 -5.351
Br 3.920 -0.530 -7.181
C 2.279 -0.421 -4.910
Br 0.825 -0.226 -6.080
C 1.983 -0.403 -3.523
O 0.836 -0.230 -3.078
C 3.114 -0.578 -2.553
O 2.843 -0.674 -1.369
C 4.460 -0.605 -3.065
Br 5.840 -0.668 -1.811
N -2.568 3.168 -3.090
C -1.314 3.658 -2.429
C -0.399 2.458 -2.187
N -1.045 1.407 -1.400
C -2.314 0.990 -1.982
C -3.260 2.169 -2.214
H -2.318 2.714 -3.971
H -3.187 3.947 -3.315
H -1.595 4.132 -1.489
H -0.832 4.394 -3.070
H 0.494 2.793 -1.659
H -0.097 2.036 -3.150
H -1.173 1.707 -0.432
H -2.800 0.282 -1.311
H -2.113 0.479 -2.930
H -3.498 2.662 -1.273
H -4.184 1.844 -2.690
```



# 6
Formula: C26H24BrF4MgN4O3PS
Source: the Open Molecules 2025 dataset
Level of theory: the ωB97M-V functional and the def2-TZVPD basis

## Properties
Net charge: 0
Calculated total energy: -5363.14514 a.u.
Energy relative to the best compared isomer or geometry (same formula, charge and spin): 140.85 kJ/mol
Kohn-Sham gap: 0.277 Eh

Structure (XYZ):
```
65
C26H24BrF4MgN4O3PS the ωB97M-V functional and the def2-TZVPD basis
Mg 0.147 1.880 0.820
N -1.964 1.169 0.499
C -2.764 2.393 0.756
C -2.099 3.551 -0.015
O -2.765 4.212 -0.804
N -0.802 3.620 0.271
C 0.062 4.277 -0.733
C 0.910 3.054 -1.045
O 1.767 2.738 -0.151
O 0.497 2.241 -1.887
H -2.011 0.973 -0.501
H -2.371 0.356 0.952
H -2.739 2.589 1.830
H -3.796 2.289 0.417
H 0.662 5.065 -0.277
H -0.504 4.644 -1.587
F 3.532 -5.208 0.894
C 2.953 -4.082 0.485
C 2.283 -4.040 -0.726
F 2.222 -5.133 -1.485
C 1.686 -2.858 -1.135
F 1.067 -2.887 -2.319
C 1.711 -1.695 -0.375
P 1.038 -0.052 -0.999
C 2.334 0.136 -2.259
C 2.186 -0.234 -3.588
C 3.244 -0.078 -4.471
C 4.450 0.445 -4.032
C 4.598 0.820 -2.704
C 3.541 0.674 -1.821
C -0.496 -0.644 -1.804
C -1.065 0.033 -2.878
C -2.334 -0.307 -3.329
C -3.053 -1.318 -2.713
C -2.494 -1.997 -1.638
C -1.229 -1.661 -1.189
C 2.402 -1.770 0.831
Br 2.626 -0.264 1.968
C 3.014 -2.937 1.263
F 3.671 -2.999 2.423
H 1.255 -0.658 -3.940
H 3.122 -0.371 -5.505
H 5.270 0.569 -4.726
H 5.530 1.242 -2.357
H 3.644 1.007 -0.796
H -0.535 0.854 -3.336
H -2.761 0.235 -4.160
H -4.042 -1.578 -3.066
H -3.042 -2.795 -1.154
H -0.807 -2.200 -0.347
C -2.834 1.330 4.995
N -2.028 0.275 4.426
C -2.511 -1.099 4.376
C -1.342 -1.841 3.713
N -0.604 -0.741 3.098
C -0.959 0.446 3.644
S -0.162 1.918 3.388
H -3.755 1.459 4.423
H -2.268 2.257 4.974
H -3.084 1.079 6.026
H -3.428 -1.151 3.779
H -2.733 -1.463 5.379
H -1.679 -2.554 2.961
H -0.722 -2.365 4.445
H 0.360 -0.850 2.813
```



# 7
Formula: C26H24BrN6O5PRe
Source: the Open Molecules 2025 dataset
Level of theory: the ωB97M-V functional and the def2-TZVPD basis

## Properties
Spin multiplicity: 2
Expectation value of S²: 0.76
Net charge: +2
Calculated total energy: -4703.13553 a.u.
Kohn-Sham gap (alpha / beta): 0.178 / 0.193 Eh

Structure (XYZ):
```
64
C26H24BrN6O5PRe the ωB97M-V functional and the def2-TZVPD basis
Re -0.671 0.044 0.414
C 4.215 -2.573 0.549
N 3.229 -1.529 0.298
C 3.434 -0.425 -0.488
C 2.265 0.273 -0.506
N 1.360 -0.399 0.270
C 1.963 -1.493 0.746
P 1.143 -2.707 1.842
C 0.324 -1.450 2.889
N -0.413 -0.423 2.448
C -0.791 0.303 3.546
C -0.273 -0.291 4.657
N 0.417 -1.390 4.231
C 1.126 -2.334 5.088
C -0.274 -2.981 0.712
N -1.002 -2.022 0.121
C -1.899 -2.643 -0.709
C -1.708 -3.986 -0.620
N -0.689 -4.183 0.275
C -0.183 -5.489 0.681
H 5.203 -2.126 0.620
H 4.219 -3.298 -0.263
H 3.985 -3.083 1.481
H 4.377 -0.222 -0.965
H 2.024 1.194 -1.013
H -1.385 1.199 3.469
H -0.355 -0.020 5.696
H 0.977 -2.054 6.126
H 2.193 -2.323 4.873
H 0.739 -3.342 4.946
H -2.615 -2.105 -1.308
H -2.207 -4.796 -1.124
H -1.020 -6.167 0.829
H 0.368 -5.400 1.612
H 0.472 -5.904 -0.083
O 2.200 3.039 1.235
C 1.938 3.703 0.089
C 3.006 4.384 -0.496
C 2.832 5.084 -1.672
C 1.584 5.149 -2.286
C 0.516 4.491 -1.715
C 0.671 3.750 -0.540
C -0.511 2.956 -0.104
O -1.622 3.151 -0.526
O -0.225 1.974 0.796
H 1.413 2.570 1.519
H 3.969 4.337 -0.003
H 3.677 5.592 -2.120
H 1.447 5.705 -3.203
H -0.464 4.525 -2.171
Br -3.205 0.535 0.137
C -3.585 0.940 -1.718
C -4.850 1.454 -1.929
C -5.251 1.734 -3.226
C -4.398 1.484 -4.290
C -3.143 0.946 -4.057
C -2.714 0.666 -2.761
C -1.333 0.056 -2.630
O -0.898 -0.672 -3.480
O -0.675 0.381 -1.532
H -5.511 1.640 -1.093
H -6.237 2.143 -3.397
H -4.709 1.702 -5.302
H -2.469 0.722 -4.872
```